1.
DFT (ωB97M-V with the def2-TZVPD basis set) results for C30H29BN6O4Zr as an isolated structure at a distorted geometry.

Geometry as XYZ:
```
71
Properties=species:S:1:pos:R:3:forces:R:3
Zr -0.234433 0.568951 -0.461626 -1.0 0.2 0.0
O -0.418780 -1.275972 -1.311365 0.1 -0.5 0.0
C -1.202649 -2.086031 -0.633903 -0.6 -0.9 0.0
C -0.712548 -3.308985 -0.136329 0.2 0.2 -0.2
C -1.509419 -4.152143 0.602722 -0.1 0.0 0.0
C -2.853242 -3.848122 0.837790 0.0 -0.1 0.1
C -3.378383 -2.696441 0.299031 -0.1 0.1 0.0
C -2.580656 -1.804068 -0.423902 0.4 -0.2 0.0
C -3.153750 -0.663905 -1.102870 -0.1 0.1 -0.3
N -2.442055 0.323733 -1.476391 -0.3 -0.3 0.4
C -2.940373 1.283386 -2.428226 0.1 0.2 -0.2
C -1.977868 1.201170 -3.622712 -0.2 0.0 0.0
N -0.642979 1.048636 -3.088192 0.0 -0.3 0.0
C 0.229122 0.399026 -3.749136 -0.2 0.3 -0.2
C 1.613763 0.295085 -3.335550 0.3 0.1 0.3
C 2.525763 -0.429345 -4.110013 -0.1 0.0 0.0
C 3.868571 -0.445955 -3.806924 0.1 0.0 0.0
C 4.326771 0.307348 -2.722398 0.0 -0.1 -0.1
C 3.448594 1.021626 -1.939824 -0.2 0.2 0.1
C 2.063020 0.998550 -2.189703 0.6 -0.1 -0.8
O 1.228993 1.633299 -1.398170 0.6 -0.1 -0.1
H 0.325533 -3.546025 -0.336340 0.0 0.0 0.0
H -1.095616 -5.069052 1.004622 0.0 0.0 0.0
H -3.470462 -4.520700 1.417860 0.0 0.0 0.0
H -4.428984 -2.462121 0.439085 0.0 0.0 0.0
H -4.218171 -0.710151 -1.355669 0.0 0.0 -0.1
H -2.895717 2.283276 -1.991531 0.0 0.0 0.0
H -3.967420 1.070624 -2.737929 0.0 0.0 0.0
H -2.034786 2.122758 -4.207088 0.0 0.0 0.0
H -2.260552 0.363644 -4.273050 0.1 0.0 0.0
H -0.025255 -0.067643 -4.709856 0.0 0.0 0.0
H 2.161255 -0.974313 -4.974769 0.0 0.0 0.0
H 4.563504 -1.011147 -4.413631 0.0 0.0 0.0
H 5.386218 0.324559 -2.494835 0.0 0.0 0.0
H 3.789098 1.607614 -1.094164 0.0 0.0 0.0
C 3.538827 -1.878671 0.456076 -0.1 0.1 -0.1
C 2.182903 -1.306011 0.781767 0.1 -0.1 -0.1
O 1.679272 -0.541050 -0.050308 0.4 0.0 0.1
C 1.523157 -1.652271 2.013554 -0.4 0.2 0.1
C 2.167488 -2.413412 3.009128 0.1 0.0 0.0
C 1.552039 -2.712578 4.194256 0.0 -0.1 0.1
C 0.240715 -2.258122 4.418840 0.1 0.0 -0.1
C -0.417772 -1.526336 3.469173 -0.2 0.1 -0.1
C 0.190799 -1.190233 2.232036 0.3 -0.3 0.2
O -0.478621 -0.517312 1.365168 -0.3 0.1 -0.1
H 3.812537 -1.562571 -0.547124 0.0 0.0 0.0
H 3.518986 -2.967566 0.506993 0.0 0.0 0.1
H 4.282599 -1.511650 1.165001 0.0 0.0 0.0
H 3.174397 -2.771087 2.833116 0.0 0.0 0.0
H 2.069606 -3.283580 4.952992 0.0 0.0 0.0
H -0.251170 -2.499000 5.353076 0.0 0.0 0.0
H -1.429278 -1.171006 3.624899 0.0 0.0 0.0
B -0.885699 3.535019 -0.059443 0.0 -0.1 0.5
N -2.015414 2.875636 0.763694 -0.4 0.3 -0.1
C -2.930277 3.378861 1.598568 0.0 -0.1 0.1
C -3.562119 2.319421 2.229427 0.0 0.0 0.0
C -2.939239 1.183212 1.710593 0.0 -0.1 0.0
N -2.017902 1.536540 0.818920 0.2 0.4 0.1
N 0.393467 3.241658 0.777316 0.1 0.5 0.1
C 1.221486 4.078700 1.408551 0.1 -0.1 0.0
C 2.110988 3.326197 2.158343 0.0 0.0 0.0
C 1.730499 2.004559 1.922964 0.0 0.1 0.0
N 0.693876 1.970744 1.089475 0.2 0.5 0.3
H -1.060936 4.714114 -0.149421 0.0 0.1 -0.2
H -0.827755 2.936863 -1.115117 0.0 -0.1 0.0
H -3.062720 4.443339 1.699029 0.0 0.0 0.0
H -4.354413 2.367610 2.955874 0.0 0.0 0.0
H -3.116332 0.143442 1.935201 0.1 0.0 0.0
H 1.125936 5.144839 1.288377 0.0 0.0 0.0
H 2.901365 3.685017 2.794036 0.0 0.0 0.0
H 2.152596 1.095516 2.319953 0.0 0.0 0.0
```
Forces are in eV/Å.

For the max |F|, the calculation gives 1.123 eV/Å. For the highest occupied orbital energy, the calculation gives -7.893 eV. Its spin multiplicity is 1. The energy relative to the best compared isomer or geometry (same formula, charge and spin) is 1.173 eV.

2.
DFT (ωB97M-V with the def2-TZVPD basis set) results for C30H29Br75F2N3O5P as an isolated structure at a distorted geometry.

Geometry as XYZ:
```
145
Properties=species:S:1:pos:R:3:forces:R:3
N 1.616818 -2.128033 0.888562 -1.8 4.1 -2.1
P 0.248629 -1.418079 1.377765 0.0 0.6 -2.3
C 0.440538 0.397817 1.922065 -1.1 5.1 -4.5
O 0.330276 1.283328 1.001164 0.5 -4.7 5.0
O 0.650462 0.864727 3.272601 2.3 -1.2 -1.1
C 2.038735 0.927548 3.631008 1.7 -0.6 1.4
F 2.804065 -0.235918 3.203088 -1.9 2.3 0.2
N 2.188339 0.949399 5.136309 -6.1 -0.9 -0.5
C 0.968565 0.819886 5.636715 -0.3 2.4 3.5
O -0.029662 0.977320 6.368640 9.8 -2.5 -4.6
C 2.827031 2.215293 3.083794 1.0 3.0 -3.1
O 2.791197 2.673372 1.915189 -0.3 -2.8 4.2
N 3.740017 2.918106 4.044727 -1.7 1.1 -1.7
C 4.470538 4.004709 3.348162 5.3 1.1 -1.6
O 5.713019 3.972503 3.162979 -6.4 -0.1 1.0
F 3.797577 5.190738 2.887805 0.8 -3.2 1.8
H 2.379631 -1.441229 1.003406 -0.1 -0.7 0.0
H -0.612285 -1.378574 0.205152 0.0 0.4 1.2
H -0.382595 -2.133607 2.442781 -0.3 0.9 -0.6
H 3.200536 3.357501 4.811531 0.3 -0.7 -0.2
C -1.001320 0.345881 10.162430 0.1 0.2 0.1
Br -0.373946 1.575059 11.528176 0.1 -0.4 -0.1
Br -2.457990 -0.762923 10.805497 0.3 0.6 -0.3
Br -1.467633 1.267810 8.514964 -0.3 -0.5 3.5
H -0.171895 -0.321505 9.930271 -0.3 0.2 0.1
C 1.325452 -5.552148 -1.332278 0.4 0.0 -0.1
Br 0.819707 -7.372816 -1.771344 0.1 0.5 0.1
Br -0.194743 -4.510139 -0.721478 0.1 -0.3 -0.1
Br 2.801198 -5.496715 -0.071315 -0.5 0.0 -0.4
H 1.677582 -5.088806 -2.253539 -0.2 -0.1 0.3
C 6.969641 -6.867294 -0.978428 0.1 0.2 -0.1
Br 5.956590 -5.978710 -2.374158 0.2 -0.2 0.2
Br 6.849961 -5.921982 0.711607 -0.1 -0.2 -0.3
Br 6.468753 -8.733922 -0.797467 0.1 0.3 -0.1
H 8.015861 -6.846588 -1.281788 -0.3 0.0 0.1
C 2.130747 7.607730 0.089199 -0.1 0.0 -0.1
Br 2.185952 5.688773 0.360175 0.0 0.4 -0.3
Br 2.747312 8.576637 1.653642 -0.1 -0.2 -0.3
Br 3.085332 8.139693 -1.513151 -0.1 -0.1 0.4
H 1.085058 7.876838 -0.060293 0.3 0.0 0.1
C 2.208337 8.011655 -5.808014 -0.1 0.0 0.0
Br 0.954157 7.542824 -4.405211 0.2 0.1 -0.5
Br 3.450854 9.386751 -5.233482 -0.2 -0.3 -0.1
Br 3.129557 6.452404 -6.504884 -0.2 0.3 0.1
H 1.626408 8.430665 -6.628536 0.2 -0.1 0.2
C 6.223657 -10.438933 -4.628458 0.0 0.1 0.1
Br 6.039658 -12.367827 -4.527929 0.0 0.4 -0.1
Br 7.632446 -9.910987 -5.853807 -0.3 -0.1 0.2
Br 4.539111 -9.574930 -5.051148 0.3 -0.2 0.1
H 6.518043 -10.094777 -3.637180 -0.1 -0.1 -0.3
C 2.083531 -1.764457 12.292892 0.0 0.1 0.2
Br 2.923571 -3.068870 13.457218 -0.2 0.2 -0.3
Br 3.392628 -0.738939 11.293663 -0.3 -0.2 0.2
Br 0.766523 -2.582593 11.125694 0.4 0.0 0.2
H 1.549431 -1.062372 12.932890 0.1 -0.2 -0.2
C -2.887029 7.068492 -2.461789 -0.1 0.0 0.1
Br -1.064272 6.778292 -1.867326 -0.3 -0.1 -0.1
Br -3.166920 8.894903 -3.050887 0.1 -0.3 0.1
Br -3.418836 5.783337 -3.814369 0.2 0.3 0.3
H -3.533172 6.908497 -1.598748 0.2 0.0 -0.2
C -3.816888 1.838952 5.223193 -0.2 0.0 0.4
Br -2.047308 1.476391 5.944570 -4.2 1.2 -3.8
Br -3.996222 3.682230 4.640116 -0.1 -0.4 0.2
Br -4.289627 0.588125 3.816857 0.2 0.3 0.2
H -4.530765 1.691291 6.034016 0.1 0.1 -0.3
C -0.083372 0.339503 -3.094999 0.1 0.1 -0.1
Br -0.586300 -1.484530 -3.530333 0.1 0.3 0.2
Br -1.603249 1.377763 -2.480815 0.3 -0.2 0.0
Br 1.388430 0.398664 -1.834054 -0.2 -0.1 -0.4
H 0.268169 0.803523 -4.015966 -0.1 -0.1 0.3
C -1.867584 12.864645 -1.262450 0.1 0.1 0.0
Br -1.560437 11.742708 0.290870 -0.1 0.2 -0.3
Br -0.907634 12.217677 -2.818745 -0.2 0.1 0.3
Br -3.760076 13.091335 -1.625995 0.4 -0.1 0.1
H -1.467592 13.850464 -1.027811 -0.1 -0.3 -0.1
C 1.763678 -10.177555 1.265171 0.1 0.1 0.1
Br 0.699049 -8.923250 2.293095 0.2 -0.2 -0.3
Br 0.660365 -11.274478 0.104534 0.4 0.1 0.3
Br 3.180082 -9.283648 0.288685 -0.2 -0.3 0.3
H 2.241305 -10.849158 1.977689 -0.2 0.2 -0.2
C -2.230092 5.566702 2.307379 0.0 0.0 0.0
Br -0.418133 5.260520 2.929343 -0.4 0.1 -0.1
Br -2.489734 7.397325 1.717240 0.1 -0.3 0.1
Br -2.749261 4.288102 0.943413 0.2 0.3 0.2
H -2.890565 5.409691 3.159494 0.3 0.1 -0.4
C -3.008835 -8.896291 -2.730978 -0.1 0.0 0.1
Br -1.723028 -9.896899 -1.675520 -0.4 0.3 -0.3
Br -2.906168 -6.991545 -2.379000 0.0 -0.4 -0.1
Br -2.850580 -9.289646 -4.624342 0.0 0.1 0.3
H -4.000171 -9.224098 -2.419883 0.3 0.1 -0.1
C 6.645618 -1.635838 -3.572900 0.0 0.2 0.0
Br 7.409689 -2.826555 -4.903592 -0.1 0.2 0.3
Br 4.705492 -1.684922 -3.587017 0.4 -0.1 0.0
Br 7.362445 -1.977008 -1.801942 -0.2 0.0 -0.4
H 6.940468 -0.623177 -3.845899 -0.1 -0.3 0.1
C -2.575416 5.172379 12.086454 -0.1 0.0 0.0
Br -3.240885 3.469168 12.737214 0.1 0.4 -0.1
Br -1.623535 6.148799 13.466715 -0.1 -0.2 -0.3
Br -1.505738 4.966730 10.480565 -0.2 0.1 0.3
H -3.444344 5.770632 11.814785 0.3 -0.2 0.1
C -0.882706 10.135821 -8.170776 0.0 -0.1 0.0
Br -2.129928 9.668291 -6.760542 0.3 0.1 -0.2
Br 0.362378 11.512457 -7.604020 -0.2 -0.3 0.0
Br 0.034333 8.574693 -8.870911 -0.1 0.2 0.1
H -1.470196 10.555660 -8.990788 0.5 -0.5 0.5
C 3.638396 14.195276 -6.837385 0.1 0.1 0.0
Br 2.472114 13.947034 -5.306106 0.2 0.0 -0.3
Br 4.395589 12.516772 -7.446448 -0.2 0.3 0.1
Br 2.749859 15.149554 -8.274311 0.1 -0.2 0.3
H 4.468884 14.818182 -6.506961 -0.3 -0.2 -0.1
C -6.891455 -6.084525 -0.299405 -0.1 -0.1 0.1
Br -5.602466 -7.083558 0.751901 -0.2 0.2 -0.2
Br -6.789592 -4.179458 0.054015 0.0 -0.4 -0.1
Br -6.734018 -6.475569 -2.193097 0.0 0.1 0.4
H -7.881706 -6.414206 0.012941 0.3 0.1 -0.1
C 2.434274 -4.316005 4.025928 -0.6 -0.5 0.9
Br 1.231649 -4.542048 5.541929 0.1 -0.1 0.3
Br 3.130940 -6.016527 3.398432 0.0 0.2 0.3
Br 1.610279 -3.293919 2.576180 3.6 -3.8 3.4
H 3.285624 -3.734327 4.380924 -0.2 -0.2 -0.1
C -3.966715 -4.408062 12.692556 0.1 -0.2 0.1
Br -5.228547 -3.692953 11.403197 0.3 -0.1 0.3
Br -2.208394 -3.612168 12.495834 -0.5 -0.5 0.3
Br -4.628064 -4.256812 14.510404 0.1 0.0 -0.4
H -3.861293 -5.471275 12.479412 -0.1 0.3 0.1
C -4.384666 11.954875 -10.946279 -0.1 0.0 -0.2
Br -4.823604 10.106539 -11.339230 0.1 0.4 0.1
Br -5.928413 12.945004 -10.314509 0.3 -0.2 -0.1
Br -2.887525 12.094215 -9.718972 -0.7 0.5 -0.4
H -4.072355 12.414734 -11.883261 -0.1 -0.1 0.3
C 4.917449 -3.369835 -7.941105 0.1 0.0 0.1
Br 5.022983 -4.226690 -9.678653 -0.1 0.2 0.3
Br 4.057472 -1.633653 -8.043165 0.1 -0.4 0.0
Br 4.074124 -4.515360 -6.622251 0.1 0.2 -0.3
H 5.940504 -3.199345 -7.607074 -0.3 0.0 -0.1
C -7.017117 -10.279699 -4.867111 0.0 0.1 0.0
Br -6.269454 -11.505144 -6.172343 -0.1 0.3 0.3
Br -8.956618 -10.301873 -4.884798 0.4 -0.1 0.0
Br -6.308169 -10.599541 -3.089805 -0.2 -0.1 -0.3
H -6.707020 -9.276426 -5.158177 0.0 -0.3 0.1
C -7.529598 -15.005004 -6.982677 0.0 0.1 0.0
Br -7.304664 -16.158820 -5.439312 -0.1 0.2 -0.3
Br -6.550146 -15.662348 -8.523262 -0.2 0.1 0.3
Br -9.402187 -14.706069 -7.392576 0.4 -0.1 0.1
H -7.102217 -14.037424 -6.722250 -0.2 -0.3 -0.1
```
Forces are in eV/Å.

For the max |F|, the calculation gives 11.114 eV/Å. For the highest occupied orbital energy, the calculation gives -7.993 eV. Its spin multiplicity is 1.

3.
DFT (ωB97M-V with the def2-TZVPD basis set) results for C30H29Cl5N2O3Os as an isolated structure at a distorted geometry.

Geometry as XYZ:
```
70
Properties=species:S:1:pos:R:3:forces:R:3
Os 0.031418 -0.555668 0.030685 -0.5 -1.1 -1.0
O 6.461311 0.487503 2.299881 0.1 0.0 0.0
C 6.288098 0.304802 0.916885 -0.1 0.1 0.1
C 4.825946 0.078064 0.659227 0.2 0.0 -0.1
C 4.378609 -0.284577 -0.607592 0.0 0.0 -0.1
C 3.035272 -0.467506 -0.825179 -0.1 0.2 0.1
N 2.128564 -0.326353 0.156902 0.0 0.4 0.2
C 2.552660 0.021243 1.402167 -0.1 -0.2 -0.2
C 3.890004 0.236877 1.672324 -0.2 -0.1 0.0
C 1.487000 0.134099 2.424602 0.0 0.1 -0.4
C 1.755117 0.325090 3.759348 0.2 0.2 -0.1
C 0.720469 0.446861 4.679018 0.0 0.0 0.0
C 1.055946 0.653062 6.137960 0.0 0.0 -0.1
O 2.008916 1.686556 6.267598 0.0 -0.1 0.1
C -0.568094 0.382389 4.185337 -0.2 0.0 0.0
C -0.787926 0.165379 2.838408 0.3 0.1 -0.3
N 0.213150 0.038502 1.944083 0.2 -0.4 1.5
H 7.394404 0.622398 2.498692 0.0 0.0 0.0
H 6.848284 -0.553115 0.529635 0.0 0.0 0.0
H 6.601473 1.187555 0.346154 0.0 0.0 0.0
H 5.069874 -0.402007 -1.431811 0.0 0.0 0.0
H 2.648002 -0.717619 -1.802002 0.1 0.0 0.0
H 4.220374 0.532392 2.655797 0.0 0.0 0.0
H 2.778441 0.406852 4.097932 0.0 0.0 0.0
H 1.518001 -0.261232 6.517196 0.0 0.0 0.0
H 0.151419 0.825386 6.723211 0.0 0.1 0.0
H 1.564436 2.520737 6.447542 0.0 0.0 0.0
H -1.426059 0.486747 4.836541 0.0 0.0 0.0
H -1.788879 0.112368 2.454009 -0.1 -0.1 -0.1
Cl -3.291012 -1.973599 1.149681 -0.1 0.1 -0.2
C -3.175126 -0.380904 0.480143 0.1 -0.2 0.0
C -1.942825 0.071368 0.027771 0.0 0.2 -0.1
C -1.893934 1.385010 -0.356531 0.3 0.2 -0.2
Cl -0.195267 1.791886 -0.739221 -0.1 0.5 0.0
C -2.927906 2.294240 -0.378773 0.0 0.0 0.0
Cl -2.668195 3.903378 -0.875183 0.0 0.0 0.0
C -4.170828 1.797301 0.023435 -0.1 0.0 0.0
Cl -5.533253 2.825229 -0.003946 0.0 0.0 0.0
C -4.290307 0.465567 0.455370 0.0 0.0 0.0
Cl -5.807998 -0.121610 0.971841 0.0 0.0 0.0
C 0.078872 -1.571755 -2.529320 0.5 -0.1 0.7
C -0.593278 -2.929999 -2.434150 -0.2 -0.1 -0.3
C -2.115744 -2.756977 -2.532102 -0.1 0.0 0.1
C -0.180044 -3.879366 -1.329069 0.2 0.0 0.3
C 0.024259 -5.197042 -1.689247 -0.2 0.0 0.1
C 0.281017 -6.172517 -0.732483 0.0 -0.3 -0.2
C 0.365709 -5.869158 0.614477 0.1 0.1 0.1
C 0.219689 -4.566542 1.053987 -0.1 0.0 -0.3
C 0.393996 -4.232318 2.514721 0.0 0.0 0.0
C -0.838258 -3.579087 3.146202 0.0 0.1 0.0
C 1.674477 -3.424604 2.762608 0.0 0.0 0.0
C -0.042440 -3.576261 0.061141 0.0 -0.6 -0.7
O -0.075961 -2.348280 0.518234 0.1 1.3 0.8
H -0.130991 -1.109780 -3.492779 0.0 0.1 0.0
H 1.155154 -1.584770 -2.371081 -0.1 -0.3 -0.3
H -0.373877 -0.792070 -1.857547 -0.4 0.1 0.2
H -0.285120 -3.458405 -3.339621 0.0 0.1 -0.1
H -2.496834 -2.080179 -1.765684 0.0 0.0 0.1
H -2.642038 -3.704818 -2.428814 0.1 0.0 0.0
H -2.370356 -2.337475 -3.505937 0.0 0.0 0.0
H -0.054465 -5.488734 -2.728759 0.0 0.0 0.0
H 0.409918 -7.198657 -1.053125 0.0 0.0 0.0
H 0.572156 -6.656962 1.327025 0.0 0.0 0.0
H 0.531871 -5.199424 3.002227 0.0 0.0 0.1
H -1.075515 -2.615358 2.691480 0.1 -0.1 0.1
H -0.653641 -3.419713 4.209510 0.0 0.0 0.0
H -1.718361 -4.216756 3.058978 0.0 0.0 0.0
H 1.665826 -2.478292 2.220406 0.0 0.0 0.0
H 2.559494 -3.983272 2.455383 0.0 0.0 0.0
H 1.773307 -3.204679 3.826806 0.0 0.0 0.0
```
Forces are in eV/Å.

For the max |F|, the calculation gives 1.617 eV/Å. For the highest occupied orbital energy (alpha / beta), the calculation gives -13.953 / -13.966 eV. As for the net charge: +2. Its spin multiplicity is 1.

Which of these has the highest max |F|?
C30H29Br75F2N3O5P

Which of these has the highest max |F|?
C30H29Br75F2N3O5P

Which of these has the lowest max |F|?
C30H29BN6O4Zr